{
  "formula": "C59H71N4O3",
  "method": "ωB97M-V with the def2-TZVPD basis set",
  "relative_energy_kj_mol": 155.2,
  "multiplicity": 1,
  "max_force_ev_per_a": 4.32,
  "e_tot_ha": -2735.16943,
  "orbital_gap_ev": 4.30,
  "total_charge": 1,
  "e_homo_ev": -8.265,
  "species": ["C", "O", "C", "C", "C", "C", "C", "O", "C", "C", "N", "C", "C", "C", "C", "C", "C", "C", "C", "C", "C", "O", "N", "C", "C", "C", "H", "H", "H", "H", "H", "H", "H", "H", "H", "H", "H", "H", "H", "H", "H", "H", "H", "H", "H", "H", "H", "C", "C", "C", "C", "C", "C", "C", "C", "C", "C", "C", "C", "C", "C", "N", "C", "C", "C", "C", "C", "C", "C", "C", "N", "C", "C", "C", "C", "C", "C", "C", "C", "C", "C", "C", "C", "C", "C", "C", "C", "H", "H", "H", "H", "H", "H", "H", "H", "H", "H", "H", "H", "H", "H", "H", "H", "H", "H", "H", "H", "H", "H", "H", "H", "H", "H", "H", "H", "H", "H", "H", "H", "H", "H", "H", "H", "H", "H", "H", "H", "H", "H", "H", "H", "H", "H", "H", "H", "H", "H"],
  "positions_angstrom": [[3.22058, 1.11569, 6.15394], [3.56519, -0.01922, 5.33587], [4.67630, 0.04163, 4.57131], [5.52302, 1.15576, 4.41359], [6.61551, 1.05167, 3.54968], [6.91418, -0.13047, 2.87529], [6.07494, -1.25042, 3.05747], [6.21852, -2.46514, 2.47251], [7.19278, -2.60246, 1.41576], [4.95953, -1.13253, 3.87613], [4.13769, -2.29119, 4.08794], [2.79523, -2.37459, 3.89452], [2.10305, -1.44621, 3.02647], [0.76385, -1.79424, 2.56846], [-0.18152, -0.81300, 2.41865], [-1.54433, -0.96079, 2.94083], [-2.23891, 0.18487, 3.39964], [-3.54517, 0.08640, 3.86513], [-4.19528, -1.15491, 3.85609], [-3.50427, -2.30759, 3.46804], [-2.17403, -2.22113, 3.04952], [2.67147, -0.36539, 2.72449], [2.35822, -3.43659, 4.61221], [0.98496, -3.83315, 4.87330], [3.45192, -4.08095, 5.18072], [4.55541, -3.38684, 4.83506], [2.37018, 0.78177, 6.74746], [4.05214, 1.40616, 6.81270], [2.93007, 1.97073, 5.52674], [5.30691, 2.07464, 4.96309], [7.25994, 1.92015, 3.41501], [7.77964, -0.20552, 2.21358], [7.07439, -3.62877, 1.07180], [6.98388, -1.89880, 0.59897], [8.21063, -2.43819, 1.79254], [0.55809, -2.86239, 2.47692], [0.15064, 0.22480, 2.40266], [-1.72282, 1.14778, 3.37928], [-4.06839, 0.98346, 4.20608], [-5.24237, -1.22346, 4.14982], [-3.99783, -3.28330, 3.46851], [-1.62617, -3.12367, 2.76361], [0.98532, -4.43444, 5.79170], [0.33923, -2.95790, 5.02016], [0.58396, -4.45254, 4.05912], [3.32907, -4.95441, 5.79964], [5.59480, -3.53208, 5.06816], [-1.18763, -2.33584, 0.10331], [-1.92025, -3.06646, -0.99133], [-0.87889, -3.83252, -1.82837], [-2.85710, -4.08107, -0.32593], [-2.80133, -2.10813, -1.84186], [-3.24821, -2.63532, -3.05639], [-3.98941, -1.86469, -3.94245], [-4.54420, -0.67152, -3.49108], [-4.39783, -0.26796, -2.15696], [-5.51651, 0.64459, -1.57208], [-5.16268, 2.12313, -1.70506], [-5.84538, 0.25500, -0.13001], [-6.82182, 0.46834, -2.37067], [-3.22663, -0.78905, -1.49123], [-2.30885, 0.13767, -0.87506], [-1.08790, 0.43578, -1.49198], [-0.22439, -0.49471, -2.01968], [0.89816, -0.20951, -2.93981], [2.25573, -0.31423, -2.55153], [3.24853, 0.24391, -3.35776], [2.92661, 0.68875, -4.64439], [1.62647, 0.52473, -5.13679], [0.62995, 0.01007, -4.30862], [-0.83474, 1.78773, -1.28775], [0.21491, 2.55998, -1.92725], [-0.00689, 3.11198, -3.21272], [-1.40144, 3.18413, -3.90839], [-1.25357, 3.50860, -5.39980], [-2.18562, 4.31848, -3.24173], [-2.19621, 1.88854, -3.83687], [1.06789, 3.73829, -3.85089], [2.25012, 4.02790, -3.18213], [2.38108, 3.63591, -1.86388], [1.44872, 2.77140, -1.28045], [1.88783, 2.14445, 0.05718], [3.38928, 1.80750, 0.03287], [1.21189, 0.83040, 0.32076], [1.56224, 3.09596, 1.20512], [-1.71736, 2.21742, -0.30017], [-2.60830, 1.23507, -0.06318], [-1.86006, -1.71482, 0.68947], [-0.67228, -3.04776, 0.75346], [-0.40951, -1.66733, -0.27032], [-1.34107, -4.45837, -2.59872], [-0.15985, -3.17204, -2.32246], [-0.30263, -4.49236, -1.16549], [-3.41053, -4.66123, -1.07477], [-2.28071, -4.77775, 0.29667], [-3.58024, -3.56589, 0.31936], [-2.97612, -3.65425, -3.33034], [-4.19067, -2.22570, -4.95093], [-5.15636, -0.09249, -4.18328], [-4.92999, 2.37483, -2.74892], [-6.02037, 2.73252, -1.38650], [-4.31237, 2.40668, -1.08085], [-6.32235, -0.73382, -0.12727], [-4.96650, 0.20057, 0.51429], [-6.55079, 0.98562, 0.28920], [-7.14447, -0.57867, -2.37603], [-7.61830, 1.06279, -1.90399], [-6.72991, 0.81633, -3.40646], [-0.70471, -1.44801, -2.18585], [2.50821, -0.82751, -1.62013], [4.27159, 0.30918, -2.98191], [3.69990, 1.14043, -5.27048], [1.38638, 0.79449, -6.16677], [-0.36014, -0.24309, -4.69759], [-0.64030, 2.75320, -5.90829], [-2.24126, 3.51686, -5.87930], [-0.81262, 4.49969, -5.55673], [-2.33305, 4.12638, -2.17196], [-1.62698, 5.25902, -3.34444], [-3.16761, 4.44121, -3.71721], [-2.65150, 1.72195, -2.85951], [-3.02107, 1.90307, -4.56734], [-1.56471, 1.02852, -4.07598], [0.99474, 4.03676, -4.89635], [3.05537, 4.56012, -3.68901], [3.25812, 3.95202, -1.29790], [4.01990, 2.70306, 0.05242], [3.64365, 1.19678, 0.90860], [3.62699, 1.22109, -0.86618], [0.15114, 0.92261, 0.52639], [1.32772, 0.15926, -0.52212], [1.69358, 0.33594, 1.16221], [0.49028, 3.33642, 1.20292], [1.81117, 2.62130, 2.16389], [2.13126, 4.02819, 1.10515], [-1.62864, 3.18789, 0.16949], [-3.40876, 1.21842, 0.66275]],
  "forces_ev_per_angstrom": [[0.175, -0.065, -0.286], [0.124, 0.472, 0.463], [0.322, 0.500, 0.010], [-0.521, -0.446, 0.155], [-0.075, -0.159, 0.137], [-0.186, -0.498, -0.072], [0.250, 0.507, -0.348], [0.431, 0.217, -0.311], [-0.164, 0.151, 0.278], [0.447, -0.182, -0.109], [-0.533, -0.617, 0.341], [1.796, -1.046, 1.551], [-0.147, 3.553, -2.455], [-0.067, 0.051, -0.289], [0.658, -0.280, 2.719], [-1.054, -0.302, -0.384], [0.485, -0.405, -0.419], [-0.161, -0.248, -0.031], [0.174, 0.187, -0.049], [0.425, -0.033, -0.101], [-0.310, 0.379, 0.184], [-0.955, -2.541, 1.244], [0.693, 0.277, -0.427], [-0.699, -0.416, 0.127], [-0.541, 0.262, -0.269], [-0.200, 0.825, -0.230], [0.118, 0.124, -0.041], [-0.218, -0.165, -0.184], [0.077, -0.242, 0.128], [0.165, -0.305, -0.325], [-0.148, -0.248, 0.015], [-0.337, 0.130, 0.280], [0.118, 0.153, -0.026], [-0.010, -0.162, 0.208], [-0.238, -0.095, -0.051], [-0.364, 0.396, 0.491], [0.095, -0.377, 0.079], [-0.229, -0.221, -0.085], [0.163, -0.342, -0.114], [0.283, 0.015, -0.008], [0.124, 0.379, 0.084], [-0.351, 0.324, 0.037], [-0.006, 0.233, -0.279], [0.288, -0.234, -0.101], [0.153, 0.214, 0.234], [0.004, 0.043, -0.096], [-0.021, 0.026, 0.046], [0.385, 0.311, 0.416], [0.105, 0.356, -0.234], [0.025, -0.221, -0.098], [-0.313, -0.085, -0.040], [0.136, 0.405, -0.008], [-0.534, -0.038, -0.344], [0.427, -0.283, 0.054], [-0.327, -0.530, 0.532], [0.011, 0.141, -0.742], [0.504, 0.402, -0.528], [0.019, 0.574, 0.255], [-0.019, -0.155, 0.049], [-0.136, -0.190, -0.098], [-0.098, -0.473, -0.811], [-0.132, -0.402, 0.808], [1.625, -0.922, -1.156], [-1.506, 0.459, -0.906], [0.705, -0.777, -0.694], [-0.568, 0.495, -0.344], [-0.180, -0.418, -0.351], [-0.039, 0.205, 0.116], [0.177, -0.346, 0.063], [0.499, 0.262, 0.360], [0.224, -0.029, 0.043], [0.131, 0.160, -0.030], [-0.335, 0.114, -0.182], [0.383, -0.174, -0.018], [0.024, 0.202, -0.181], [0.106, 0.254, 0.107], [-0.418, -0.449, -0.029], [0.100, 0.075, -0.100], [-0.245, 0.058, 0.123], [0.151, -0.118, -0.235], [0.139, 0.279, 0.402], [-0.147, 0.113, -0.163], [0.275, 0.126, -0.012], [0.011, -0.740, 0.200], [0.049, 0.254, 0.074], [-0.359, 0.093, 0.120], [0.031, 0.571, 0.518], [-0.063, -0.338, -0.062], [-0.257, -0.149, -0.023], [-0.105, -0.207, -0.006], [0.139, 0.043, 0.199], [-0.127, -0.123, 0.066], [-0.146, 0.078, -0.086], [0.062, 0.084, 0.177], [-0.050, 0.072, -0.130], [0.072, -0.091, -0.130], [-0.043, 0.358, 0.006], [0.073, 0.144, 0.233], [-0.103, -0.289, 0.420], [-0.060, -0.051, 0.256], [0.138, -0.076, -0.114], [-0.155, 0.029, -0.260], [0.092, 0.168, 0.121], [-0.172, -0.039, -0.025], [0.144, -0.193, -0.040], [0.048, 0.128, -0.090], [0.213, -0.099, -0.009], [-0.069, -0.065, 0.280], [0.156, 0.179, -0.005], [-0.038, 0.534, -0.156], [-0.218, -0.124, -0.255], [-0.271, -0.136, 0.181], [0.145, -0.146, 0.232], [0.336, 0.386, 0.138], [-0.079, 0.167, 0.060], [0.185, -0.019, 0.179], [-0.083, -0.203, -0.071], [-0.038, 0.009, -0.188], [-0.192, -0.130, 0.052], [0.153, -0.046, 0.093], [0.063, 0.071, -0.201], [0.214, 0.092, 0.172], [-0.322, 0.238, 0.109], [-0.081, -0.040, 0.430], [-0.247, -0.044, 0.150], [-0.205, -0.286, -0.252], [-0.027, -0.213, -0.008], [-0.066, 0.181, -0.094], [-0.011, 0.261, 0.270], [0.046, 0.031, 0.096], [-0.208, 0.154, 0.191], [-0.061, 0.382, -0.253], [0.242, -0.004, 0.068], [0.016, 0.122, -0.101], [-0.142, -0.072, 0.125], [-0.042, -0.139, -0.163], [0.225, 0.060, -0.246]]
}